[1]
DFT (the ωB97M-V functional and the def2-TZVPD basis) results for C21H9I2IrN6O8Se as an isolated structure at a distorted geometry.

```
48
Properties=species:S:1:pos:R:3:forces:R:3:nbo_charge:R:1
Ir 0.1999 0.6015 -0.1942 -2.0 -0.4 1.8 1.401
I 4.6254 -0.6023 2.1195 -0.1 0.0 0.1 0.171
C 2.6907 -0.8819 2.8414 0.1 0.1 -0.2 -0.232
C 2.4502 -1.5350 4.0559 -0.1 0.0 -0.1 -0.224
C 1.1681 -1.7586 4.4902 0.0 -0.2 0.3 -0.178
I 0.8926 -2.7171 6.3326 0.0 0.1 -0.1 0.153
C 0.0620 -1.3897 3.6920 -0.1 0.1 -0.2 -0.129
C -1.2987 -1.6209 3.9911 -0.1 0.0 0.0 -0.096
C -2.2740 -1.2361 3.1113 0.2 -0.1 0.1 -0.257
C -1.9124 -0.6510 1.8899 -0.3 0.2 -0.4 0.087
N -0.6585 -0.4265 1.5837 0.9 1.0 -1.8 -0.374
C 0.3303 -0.7462 2.4627 0.0 -0.2 0.3 0.160
C 1.6464 -0.4085 2.0581 0.1 -0.1 0.3 0.299
O 1.8076 0.3025 0.9955 0.8 0.6 -0.6 -0.682
H 3.2882 -1.8711 4.6506 0.0 0.0 0.0 0.242
H -1.5656 -2.1161 4.9153 0.0 0.1 0.0 0.238
H -3.3183 -1.3862 3.3411 0.0 0.0 -0.1 0.240
H -2.6532 -0.3761 1.1502 0.0 0.1 0.0 0.235
O -2.1491 3.8576 0.9230 0.4 -0.1 0.2 -0.615
C -1.5264 3.0753 0.2337 -0.9 0.1 -0.9 0.779
O -0.6053 2.2734 0.6630 0.7 -0.3 0.7 -0.741
C -1.8395 3.0565 -1.2658 0.5 -0.3 0.4 -0.244
C -2.2825 4.2078 -1.8692 -0.1 0.2 0.0 -0.103
C -2.4298 4.2604 -3.2503 0.0 -0.2 0.2 -0.039
C -2.0726 3.1938 -4.0410 0.0 0.0 -0.3 -0.132
C -1.6884 2.0123 -3.4383 -0.1 0.1 1.0 -0.091
C -1.6269 1.8752 -2.0136 -0.2 0.3 -0.5 0.471
O -1.3946 0.7328 -1.4286 0.3 -0.3 -0.3 -0.724
N -1.2029 0.9473 -4.2812 0.3 -0.1 -0.5 0.526
O -0.5743 1.2827 -5.2806 0.0 0.1 0.0 -0.421
O -1.3869 -0.2070 -3.9685 -0.1 -0.2 0.2 -0.363
N -2.9670 5.4661 -3.8781 0.0 0.1 -0.1 0.535
O -3.1453 5.4423 -5.0835 0.0 0.0 0.1 -0.388
O -3.2101 6.4158 -3.1603 0.0 -0.1 -0.1 -0.372
H -2.5269 5.0679 -1.2616 0.1 0.0 0.0 0.274
H -2.0978 3.2835 -5.1171 0.0 -0.1 0.0 0.270
Se 2.4826 1.4143 -3.8473 -0.1 0.1 0.3 1.153
N 2.8865 -0.2418 -4.2257 -0.1 -0.3 -0.1 -0.598
C 2.3257 -1.0229 -3.3092 -0.1 0.5 0.1 0.127
C 2.3106 -2.4344 -3.2401 -0.1 -0.4 0.2 -0.128
C 1.6496 -3.0109 -2.1901 0.3 -0.2 -0.5 -0.253
C 0.9915 -2.2278 -1.2156 -0.1 0.6 0.2 0.133
N 0.9755 -0.9181 -1.2705 -0.2 -0.8 0.5 -0.405
C 1.6186 -0.3148 -2.2915 0.4 0.1 -0.8 0.258
N 1.5800 1.0015 -2.3751 -0.4 -0.1 0.5 -0.677
H 2.7970 -3.0235 -4.0057 0.0 0.0 0.0 0.245
H 1.6181 -4.0868 -2.0956 0.0 0.0 0.0 0.243
H 0.4618 -2.6747 -0.3849 0.0 -0.1 0.0 0.226
```
Positions in Å, forces in eV/Å.

Results
LUMO energy, eV: -2.61
Energy relative to the best compared isomer or geometry (same formula, charge and spin), kJ/mol: 52.61
Total charge: 0
HOMO energy, eV: -8.1

***

[2]
DFT (the ωB97M-V functional and the def2-TZVPD basis) results for C22H10CaClF5N2O2 as an isolated structure at a distorted geometry.

```
43
Properties=species:S:1:pos:R:3:forces:R:3:nbo_charge:R:1
Ca -1.4979 -0.3122 -0.6707 -3.5 0.6 -0.3 1.786
Cl 2.7654 -6.0385 -1.3993 0.1 -0.1 0.0 -0.010
C 1.5057 -4.8440 -1.4526 -0.1 -0.1 0.0 -0.112
C 0.1651 -5.2653 -1.4422 0.1 0.1 0.0 -0.156
C -0.8397 -4.3402 -1.4796 -0.1 0.1 0.0 -0.287
C -0.5883 -2.9387 -1.5105 0.4 -0.4 -0.2 0.415
O -1.5705 -2.1111 -1.5099 0.0 -2.3 -1.1 -0.873
C 0.7917 -2.5310 -1.5395 -0.3 -0.4 0.1 -0.188
C 1.2213 -1.1696 -1.5791 0.1 0.4 -0.2 0.199
N 0.4364 -0.1424 -1.6179 1.3 -0.3 -0.7 -0.628
C 0.8773 1.1777 -1.5706 0.5 0.5 -0.1 0.131
C 2.1916 1.5966 -1.5725 -0.3 -0.2 0.0 -0.207
C 2.5360 2.9544 -1.5157 0.0 0.2 0.0 -0.185
C 1.5745 3.9234 -1.4642 0.1 0.0 0.0 -0.187
C 0.2137 3.5540 -1.4557 -0.1 -0.2 0.0 -0.096
C -0.8264 4.5058 -1.3944 -0.1 -0.1 0.0 -0.107
C -2.1282 4.0929 -1.3787 0.0 0.1 0.0 -0.266
C -2.3931 2.7154 -1.4100 0.2 0.0 0.0 0.076
N -1.4536 1.7980 -1.4650 -0.1 1.2 -0.5 -0.566
C -0.1476 2.1822 -1.4993 0.4 0.3 -0.1 0.212
C 1.8069 -3.5164 -1.5035 0.0 0.1 0.0 -0.169
H -0.0576 -6.3231 -1.4031 0.0 0.0 0.0 0.226
H -1.8767 -4.6497 -1.4730 0.0 0.0 0.0 0.224
H 2.3064 -1.0431 -1.5702 0.0 0.0 0.0 0.164
H 2.9885 0.8676 -1.6187 0.0 0.0 0.0 0.215
H 3.5831 3.2276 -1.5114 0.0 0.0 0.0 0.223
H 1.8413 4.9719 -1.4264 0.0 0.0 0.0 0.218
H -0.5790 5.5594 -1.3539 0.0 0.0 0.0 0.224
H -2.9469 4.7966 -1.3314 0.0 0.0 0.0 0.231
H -3.4170 2.3565 -1.3835 0.0 0.0 0.0 0.196
H 2.8443 -3.2039 -1.5161 0.0 0.0 0.0 0.218
F -0.9819 -0.2125 6.4796 0.0 0.0 0.1 -0.294
C -0.8847 -0.1853 5.1452 0.1 0.0 -0.1 0.232
C -2.0237 -0.1734 4.3594 0.1 0.0 0.0 0.262
F -3.2285 -0.1870 4.9343 -0.1 0.0 0.0 -0.294
C -1.9025 -0.1460 2.9863 0.2 0.0 -0.4 0.268
F -3.0083 -0.1346 2.2029 -0.1 0.0 0.1 -0.337
C -0.6683 -0.1248 2.3187 0.3 0.1 0.8 0.245
O -0.5820 -0.0836 1.0269 1.2 0.3 2.7 -0.936
C 0.4603 -0.1389 3.1599 -0.2 0.0 -0.3 0.255
F 1.6701 -0.1182 2.5822 0.1 0.0 0.1 -0.305
C 0.3609 -0.1683 4.5355 -0.2 0.0 0.0 0.276
F 1.4619 -0.1787 5.2878 0.1 0.0 0.1 -0.292
```
Positions in Å, forces in eV/Å.

Results
LUMO energy, eV: -1.07
Energy relative to the best compared isomer or geometry (same formula, charge and spin), kJ/mol: 112.33
Total charge: 0
HOMO energy, eV: -7.8

***

[3]
DFT (the ωB97M-V functional and the def2-TZVPD basis) results for C22H12CdF11IN3O6S2 as an isolated structure at a distorted geometry.

```
58
Properties=species:S:1:pos:R:3:forces:R:3:nbo_charge:R:1
Cd 3.4967 -7.3352 15.0209 -0.1 0.4 -0.3 1.604
C 6.4154 -4.5319 12.2236 0.5 0.5 -0.7 -0.670
C 7.0124 -5.8029 12.7300 -0.1 -1.6 1.1 0.196
N 8.2018 -6.2118 12.3490 -1.5 2.1 -0.6 -0.438
C 8.6947 -7.3879 12.7022 0.0 -2.2 0.9 -0.032
C 8.0771 -8.2756 13.5732 0.4 2.3 -0.6 -0.041
C 8.6802 -9.6138 13.8550 -0.4 0.1 0.1 -0.093
O 9.5141 -10.0400 12.7664 -0.8 -0.6 0.5 -0.709
C 6.9421 -7.7306 14.2517 -0.9 -0.6 0.8 -0.281
C 6.5700 -8.2113 15.5428 -0.1 -0.1 -0.3 0.185
N 5.4638 -7.9191 16.1750 0.2 -0.2 -1.0 -0.661
C 5.2507 -8.5833 17.3438 0.2 -1.4 3.2 0.228
C 5.7629 -9.9294 17.5984 -1.0 1.8 -0.7 -0.278
C 5.4947 -10.6285 18.7613 0.6 -0.1 -0.4 -0.191
C 4.7762 -10.0081 19.7678 -0.2 0.6 0.0 -0.230
C 4.3363 -8.6786 19.5902 0.4 -1.4 -0.4 -0.241
C 4.5380 -7.9570 18.4304 0.7 -0.8 -1.3 -0.198
I 3.7590 -5.9824 18.2081 0.3 -0.9 0.0 0.161
C 6.2355 -6.5844 13.7713 2.0 1.1 -1.9 0.430
O 5.1563 -6.1042 14.1790 0.3 -0.1 0.3 -0.776
H 7.2483 -3.7839 12.1703 -0.8 -0.4 -0.1 0.221
H 5.6039 -4.1877 12.8824 0.4 -0.1 -0.3 0.240
H 5.9963 -4.6769 11.1920 0.3 0.2 0.9 0.234
H 9.6598 -7.6200 12.2940 0.2 -0.3 -0.3 0.192
H 7.8697 -10.3162 14.1728 0.6 0.1 -0.7 0.172
H 9.3108 -9.5126 14.7241 0.6 -0.2 0.3 0.185
H 8.9208 -10.3822 12.0798 0.3 0.2 0.2 0.470
H 7.3052 -8.8183 16.1043 -0.2 0.2 -0.4 0.170
H 6.2801 -10.4240 16.7828 -0.1 0.0 0.1 0.216
H 5.8963 -11.6546 18.8063 -0.5 0.6 0.3 0.218
H 4.4997 -10.5312 20.6837 0.2 0.2 -0.2 0.214
H 3.7672 -8.3021 20.3817 -0.7 0.9 1.0 0.217
F 2.4482 -11.2304 17.8990 -0.5 0.6 -0.8 -0.312
C 1.7078 -10.5863 16.9640 -0.2 0.5 1.2 0.728
F 0.4660 -11.0847 16.9962 0.7 0.3 -0.1 -0.298
F 1.6523 -9.2635 17.3023 0.0 -1.2 -0.3 -0.318
S 2.4781 -10.7643 15.2911 -0.7 -0.8 -2.7 2.217
O 3.4775 -9.6939 15.2094 -0.7 -0.3 0.2 -1.016
O 2.9637 -12.1145 15.1723 0.0 0.8 0.9 -0.901
N 1.2149 -10.6908 14.2686 1.0 1.6 0.0 -1.177
S 0.7751 -9.3423 13.4451 -1.0 0.0 3.3 2.198
O -0.6057 -9.5328 13.0540 1.6 0.2 -0.3 -0.892
O 1.1229 -8.0826 14.1536 -0.4 -2.4 -1.5 -0.955
C 1.7897 -9.3358 11.9084 1.0 1.6 -1.8 0.722
F 3.1168 -9.0298 12.1362 -1.9 -0.6 0.0 -0.318
F 1.7525 -10.4457 11.1537 -0.2 0.8 0.9 -0.298
F 1.2597 -8.2929 11.1643 0.8 -1.4 0.8 -0.322
F 0.9689 -5.5420 15.7275 0.4 0.7 -0.3 -0.326
C 1.5205 -5.0254 14.5907 0.0 0.8 -1.5 0.280
C 2.4773 -5.7135 13.9053 0.4 -1.2 -0.2 -0.553
C 2.8658 -5.3452 12.6105 -1.1 0.8 1.5 0.299
F 3.6289 -6.1551 11.8519 0.1 0.5 0.2 -0.317
C 2.4208 -4.1210 12.1133 0.9 -0.4 -0.7 0.292
F 2.9691 -3.6452 10.9588 -0.7 -0.1 0.3 -0.324
C 1.4735 -3.3623 12.7996 0.5 -0.9 0.5 0.234
F 1.0114 -2.2302 12.2643 -0.1 0.2 0.1 -0.298
C 1.0382 -3.8283 14.0373 -0.6 -0.3 0.7 0.256
F 0.0851 -3.1582 14.7195 0.0 0.3 -0.3 -0.316
```
Positions in Å, forces in eV/Å.

Results
LUMO energy, eV: 1.69
Energy relative to the best compared isomer or geometry (same formula, charge and spin), kJ/mol: 0.00
Total charge: -1
HOMO energy, eV: -5.3

***

- Which value of total charge does entry 3 give?
  -1

***

- Which value of LUMO energy does entry 3 give?
  1.69 eV

***

- What is the LUMO energy in the second record?
  -1.07 eV